1.
ORCA calculation (ωB97M-V/def2-TZVPD) on the molecule C3H4N2O at a distorted geometry.

Calculated values
Total energy = -301.35691 Ha
Net charge = 0
Spin multiplicity = 1
Gap between HOMO and LUMO = 0.4131 Ha
SMILES = N#C[C@H]1O[C@@H]1N
Energy above the lowest of the compared OMol25 structures with the same formula, charge and spin = 342.1 kJ/mol

XYZ file:
```
10
Properties=species:S:1:pos:R:3:forces:R:3
N 4.2399 0.4159 0.0493 1.19 0.29 0.25
C 3.1743 0.0516 -0.1237 -5.61 -1.20 -1.26
C 1.4200 -0.3764 -0.4440 3.54 0.65 2.32
O 0.8990 -1.3400 0.4119 0.35 -0.91 -0.71
C 0.3933 -0.0183 0.5316 -0.44 -0.04 -2.04
N -0.8538 0.3191 -0.0103 0.25 0.17 0.14
H 1.1433 -0.4133 -1.4718 0.63 -0.14 -0.80
H 0.7061 0.4140 1.3997 0.48 1.29 2.35
H -1.7124 0.0963 0.5019 0.71 -0.07 -0.61
H -0.7996 0.1699 -1.0118 -1.10 -0.05 0.36
```
Positions in Å, forces in eV/Å.

Results of the Mulliken charge analysis, in e, for atoms 1 through 4: -0.328 0.042 -0.168 -0.408

***

2.
ORCA calculation (ωB97M-V/def2-TZVPD) on the molecule C3H4N2O at a distorted geometry.

Calculated values
Total energy = -301.35675 Ha
Net charge = 0
Spin multiplicity = 1
Gap between HOMO and LUMO = 0.3487 Ha
SMILES = Nc1cnco1
Energy above the lowest of the compared OMol25 structures with the same formula, charge and spin = 342.6 kJ/mol

XYZ file:
```
10
Properties=species:S:1:pos:R:3:forces:R:3
N 1.7883 0.3899 -0.1146 3.77 -2.58 2.46
C 0.4491 0.0232 -0.2190 0.41 -1.32 1.84
C -0.3629 -0.7528 -0.9369 -4.27 3.74 3.53
N -1.7821 -0.3297 -0.3817 2.03 -0.38 1.42
C -1.5449 0.3451 0.7604 -2.66 -0.87 -4.90
O -0.2177 0.4492 0.8954 0.39 2.72 1.98
H 2.0436 0.5578 0.9947 -1.10 -0.40 -3.76
H 2.4994 -0.4692 -0.3756 -2.53 2.80 0.55
H -0.3730 -1.2726 -1.7977 0.37 -1.47 -2.63
H -2.4999 1.0592 1.1750 3.59 -2.24 -0.48
```
Positions in Å, forces in eV/Å.

Results of the Mulliken charge analysis, in e, for atoms 1 through 4: -0.622 0.473 -0.552 -0.463

***

3.
ORCA calculation (ωB97M-V/def2-TZVPD) on the molecule C3H4N2O at a distorted geometry.

Calculated values
Total energy = -301.44078 Ha
Net charge = 0
Spin multiplicity = 1
Gap between HOMO and LUMO = 0.3310 Ha
SMILES = Oc1ncc[nH]1
Energy above the lowest of the compared OMol25 structures with the same formula, charge and spin = 122.0 kJ/mol

XYZ file:
```
10
Properties=species:S:1:pos:R:3:forces:R:3
O -0.4273 1.9567 0.7339 1.51 1.13 4.00
C -0.1772 0.6629 0.4761 2.95 2.78 0.79
N 1.0273 0.1805 0.6641 -0.64 -0.64 -0.04
C 1.0386 -0.9490 -0.1326 -0.87 0.73 0.60
C -0.1691 -1.0168 -0.7812 0.42 -4.31 -2.32
N -0.8941 0.0151 -0.3920 -3.48 1.53 -0.12
H 0.2565 2.1606 1.5520 -2.52 -0.54 -3.13
H 1.9002 -1.5566 -0.0378 0.29 -0.82 -0.55
H -0.7092 -1.7640 -1.4260 1.29 0.68 0.73
H -1.8457 0.3106 -0.6565 1.05 -0.55 0.04
```
Positions in Å, forces in eV/Å.

Results of the Mulliken charge analysis, in e, for atoms 1 through 4: -0.531 0.432 -0.615 -0.354

***

4.
ORCA calculation (ωB97M-V/def2-TZVPD) on a structure of composition C3H4N2O at a distorted geometry.

Calculated values
Total energy = -301.38101 Ha
Net charge = 0
Spin multiplicity = 1
Gap between HOMO and LUMO = 0.3989 Ha
Energy above the lowest of the compared OMol25 structures with the same formula, charge and spin = 278.9 kJ/mol

XYZ file:
```
10
Properties=species:S:1:pos:R:3:forces:R:3
C 1.6168 0.0786 0.0407 0.47 -3.40 -1.01
C 0.1791 0.1055 -0.1328 -0.39 3.72 -1.43
C -1.8081 -0.3979 -0.1005 -6.22 1.40 3.31
H 2.1179 0.9839 0.3240 -0.54 0.41 0.63
H 2.0943 -0.1891 -0.9627 -0.29 -0.47 1.59
H 1.5275 -0.7457 0.8350 2.03 0.83 -0.92
H -2.8264 -1.0302 0.3073 3.36 1.56 -1.83
N -0.4316 1.2462 -0.1939 -1.61 -1.07 1.61
N -1.8350 0.9339 0.0474 1.96 -3.25 -2.22
O -0.6347 -0.9852 -0.1645 1.23 0.27 0.28
```
Positions in Å, forces in eV/Å.

Results of the Mulliken charge analysis, in e, for atoms 1 through 4: -0.800 0.691 0.027 0.281

***

5.
ORCA calculation (ωB97M-V/def2-TZVPD) on the molecule C3H4N2O.

Calculated values
Total energy = -301.31991 Ha
Net charge = 0
Spin multiplicity = 1
Gap between HOMO and LUMO (spin up / spin down) = 0.3031 / 0.3032 Ha
Energy above the lowest of the compared OMol25 structures with the same formula, charge and spin = 439.3 kJ/mol

XYZ file:
```
10
Properties=species:S:1:pos:R:3:forces:R:3
O 2.0336 0.1960 0.7753 -0.02 -0.14 0.06
C 0.7567 -0.0379 0.3754 -0.19 -0.16 -0.09
C -0.0412 -1.1467 0.3839 0.06 0.46 -0.21
C -1.2350 -0.5640 -0.2735 -0.21 0.03 -0.05
N -1.1073 0.8753 -0.5123 0.38 -0.07 0.16
N 0.1021 1.0636 -0.1660 -0.14 0.03 -0.04
H 2.3483 -0.6553 1.1105 0.05 0.13 -0.04
H -1.1495 -0.8301 -1.3471 -0.03 -0.42 0.01
H -2.2414 -0.8625 0.0273 0.13 0.15 0.00
H 0.5336 1.9615 -0.3735 -0.04 -0.02 0.18
```
Positions in Å, forces in eV/Å.

Results of the Mulliken charge analysis, in e, for atoms 1 through 4: -0.510 0.573 -0.859 -0.243

***

6.
ORCA calculation (ωB97M-V/def2-TZVPD) on a structure of composition C3H4N2O at a distorted geometry.

Calculated values
Total energy = -301.23774 Ha
Net charge = 0
Spin multiplicity = 1
Gap between HOMO and LUMO = 0.3166 Ha
Energy above the lowest of the compared OMol25 structures with the same formula, charge and spin = 655.0 kJ/mol

XYZ file:
```
10
Properties=species:S:1:pos:R:3:forces:R:3
C -1.1954 -1.2443 1.0436 2.88 0.88 0.96
C 1.1891 0.2903 -0.7068 7.12 -6.51 3.49
C 0.2956 1.1876 -1.0160 1.94 14.37 -3.87
H -0.6079 -1.9804 2.0440 -1.17 2.32 -3.80
H -2.2229 -1.1439 1.3024 -0.88 0.07 -0.37
H 2.4139 0.3941 -0.7114 -3.57 -0.07 -0.59
H -0.7040 1.1772 -0.8478 -2.47 -0.23 -0.44
N -0.6971 -0.4381 0.0894 -1.00 -6.64 5.24
N 0.7352 -0.6789 0.0500 -0.58 1.54 -1.28
O 0.7936 2.4365 -1.2472 -2.27 -5.73 0.68
```
Positions in Å, forces in eV/Å.

Results of the Mulliken charge analysis, in e, for atoms 1 through 4: -0.232 -0.092 0.062 0.225